254
Properties=species:S:1:pos:R:3 method="wB97M-V/def2-TZVPD" homo_ev=-13.0 total_charge=+3 spin_multiplicity=1 orbital_gap_ha=0.2021
C -6.94 16.77 35.60
C -6.07 17.87 34.90
C -6.93 19.00 34.44
C -6.16 20.33 34.08
C -5.51 20.96 35.33
C -4.52 19.89 36.05
N -5.13 18.43 36.04
O -4.72 17.68 36.84
C -4.14 20.16 37.48
C -3.17 19.85 35.23
C -5.11 17.31 33.78
H -6.33 15.95 35.96
H -7.61 16.28 35.00
H -7.54 17.20 36.45
H -7.74 19.21 35.12
H -7.49 18.56 33.63
H -6.85 21.04 33.64
H -5.40 20.19 33.32
H -6.31 21.08 36.11
H -5.00 21.94 35.17
H -3.62 19.35 37.91
H -5.04 20.37 38.05
H -3.47 21.06 37.34
H -3.32 19.75 34.18
H -2.44 19.09 35.55
H -2.78 20.84 35.46
H -4.36 16.67 34.24
H -4.54 18.20 33.28
H -5.84 16.85 33.11
C 6.96 14.43 25.91
C 5.61 15.02 26.31
C 4.38 14.28 25.68
C 3.04 14.47 26.47
C 3.38 14.03 27.92
C 4.29 14.91 28.66
N 5.57 14.93 27.90
O 6.64 14.84 28.40
C 4.55 14.33 30.11
C 3.79 16.32 28.75
C 5.60 16.57 26.01
H 7.81 15.06 26.20
H 6.94 14.47 24.84
H 7.21 13.42 26.05
H 4.67 13.22 25.46
H 4.19 14.82 24.74
H 2.34 13.67 26.08
H 2.54 15.42 26.40
H 3.61 12.97 27.99
H 2.47 14.05 28.57
H 3.60 14.11 30.56
H 5.00 14.89 30.90
H 5.04 13.37 30.02
H 4.61 16.97 29.13
H 2.92 16.24 29.44
H 3.39 16.71 27.84
H 6.06 17.16 26.82
H 4.61 17.00 25.90
H 6.08 16.68 25.05
C -3.92 18.32 26.87
C -4.98 19.05 26.00
C -6.32 18.28 25.94
C -6.99 18.32 27.31
C -7.52 19.80 27.55
C -6.35 20.79 27.73
N -5.19 20.43 26.88
O -4.30 21.19 26.79
C -5.64 20.63 29.09
C -6.72 22.23 27.48
C -4.40 19.37 24.57
H -3.11 19.02 27.08
H -3.58 17.39 26.35
H -4.45 18.09 27.84
H -6.12 17.25 25.59
H -7.10 18.66 25.25
H -6.40 18.05 28.19
H -7.92 17.76 27.37
H -8.01 19.85 28.54
H -8.31 20.13 26.79
H -5.31 19.62 29.24
H -6.30 20.94 29.91
H -4.73 21.22 29.06
H -6.01 22.95 27.60
H -7.55 22.41 28.11
H -7.12 22.31 26.50
H -4.99 20.09 24.01
H -4.47 18.37 23.98
H -3.32 19.62 24.55
C -6.23 12.43 30.28
C -5.14 12.87 31.34
C -3.82 12.04 31.21
C -2.90 12.40 30.00
C -2.47 13.85 29.99
C -3.67 14.81 30.05
N -4.75 14.38 31.13
O -5.60 15.17 31.55
C -4.36 14.93 28.76
C -3.21 16.23 30.52
C -5.78 12.58 32.70
H -7.17 13.02 30.33
H -6.42 11.39 30.42
H -5.97 12.42 29.22
H -4.00 10.93 31.33
H -3.38 12.38 32.14
H -3.31 12.11 29.06
H -2.01 11.81 30.09
H -1.89 13.99 29.10
H -1.91 14.07 30.87
H -5.14 15.70 28.70
H -4.84 13.99 28.43
H -3.57 15.04 28.03
H -2.66 16.35 31.41
H -4.20 16.83 30.59
H -2.53 16.74 29.83
H -6.70 13.22 32.81
H -5.08 12.79 33.48
H -6.22 11.61 32.72
C -11.26 19.51 32.84
C -12.06 18.63 31.80
C -11.76 18.95 30.32
C -12.14 17.83 29.35
C -11.33 16.62 29.70
C -11.65 16.11 31.14
N -11.71 17.19 32.09
O -11.66 16.90 33.22
C -10.59 15.10 31.54
C -13.02 15.47 31.22
C -13.57 18.61 32.20
H -10.24 19.25 32.87
H -11.69 19.29 33.83
H -11.35 20.54 32.64
H -10.69 19.13 30.18
H -12.33 19.84 29.99
H -11.89 18.30 28.37
H -13.24 17.73 29.38
H -10.29 16.92 29.70
H -11.33 15.78 28.99
H -10.40 14.58 30.63
H -10.80 14.42 32.41
H -9.66 15.61 31.74
H -13.87 16.12 31.08
H -13.05 14.95 32.17
H -12.94 14.64 30.52
H -13.96 19.62 32.32
H -13.70 18.08 33.11
H -14.31 18.13 31.53
C 2.36 10.75 23.52
C 0.90 10.22 23.39
C -0.08 11.30 23.81
O 0.08 11.90 25.08
C -0.36 10.99 26.13
N 0.82 9.95 21.93
H -0.02 9.49 21.71
H -0.49 13.70 25.59
H 1.63 9.47 21.55
H 2.43 10.88 24.62
H 2.66 11.65 22.96
H 3.03 9.94 23.23
H 0.67 9.34 24.01
H -1.08 10.88 23.72
H 0.01 12.14 23.17
H 0.02 10.01 25.88
H -1.46 10.91 26.06
H 0.03 11.38 27.06
C -2.78 9.20 35.62
C -1.90 8.80 36.77
C -2.58 8.81 38.14
O -3.26 7.57 38.22
C -4.06 7.64 39.35
N -1.38 7.45 36.39
H -1.06 6.98 34.93
H -0.51 7.21 36.89
H -2.12 6.84 36.66
H -3.72 8.62 35.50
H -2.30 9.13 34.64
H -3.23 10.21 35.81
H -1.04 9.44 36.83
H -3.23 9.73 38.16
H -1.83 8.99 39.03
H -4.69 8.49 39.31
H -3.42 7.78 40.26
H -4.69 6.78 39.58
C 1.10 5.74 29.87
C 1.69 6.21 31.24
C 3.10 6.72 31.12
O 3.47 7.00 32.47
C 4.58 7.92 32.56
N 0.96 7.37 31.72
H 0.00 7.19 32.02
H 1.42 7.84 32.53
H 1.02 8.09 30.99
H 1.35 4.76 29.68
H 1.65 6.36 29.13
H 0.05 5.84 29.74
H 1.59 5.40 32.00
H 3.18 7.59 30.46
H 3.83 5.98 30.81
H 4.27 8.93 32.45
H 5.38 7.60 31.80
H 5.01 7.75 33.57
C -2.71 14.21 33.89
O -2.43 12.79 33.77
O -3.63 14.65 33.01
C -3.03 14.41 35.40
F -4.28 14.10 35.69
F -2.23 13.71 36.19
F -2.83 15.76 35.65
C -1.03 12.52 33.57
C -0.79 11.04 33.15
H -1.71 10.60 32.61
H 0.04 11.03 32.48
H -0.54 10.38 34.00
H -0.47 12.62 34.51
H -0.68 13.25 32.73
H -1.60 14.55 33.92
C -1.31 5.49 33.67
O -0.40 4.74 32.89
O -0.85 6.70 33.98
C -2.57 5.69 32.81
F -2.89 4.48 32.27
F -3.61 6.17 33.53
F -2.48 6.60 31.85
C -0.50 3.33 33.29
C -0.17 2.54 32.09
H -0.28 1.49 32.26
H -0.77 2.90 31.27
H 0.90 2.74 31.87
H -1.53 3.16 33.60
H 0.10 3.16 34.13
H -1.62 4.88 34.53
C -1.29 15.47 25.63
O -2.58 15.04 25.25
O -0.50 14.50 26.15
C -0.71 16.08 24.41
F -0.25 15.16 23.54
F -1.45 16.98 23.81
F 0.37 16.85 24.78
C -2.72 13.79 24.47
C -3.79 12.88 25.13
H -4.76 13.37 25.10
H -3.91 11.91 24.67
H -3.52 12.74 26.20
H -1.82 13.19 24.55
H -2.87 14.02 23.41
H -1.47 16.27 26.36
B 1.99 11.35 30.27
F 1.46 12.55 30.89
F 1.87 10.28 31.19
F 1.44 11.03 29.02
F 3.36 11.60 30.06
B -7.68 17.79 30.99
F -8.02 17.15 32.23
F -8.55 18.93 30.85
F -6.33 18.24 31.14
F -7.85 17.00 29.90